Here is a molecular structure, C28H47BrN3PtSi from OMol25. Energies are from ωB97M-V with the def2-TZVPD basis set.

Last column: Löwdin spin population.
Element x y z (Å)
Pt: -0.0405 0.0298 -0.1247  0.79
C: 2.8150 0.6369 -0.7924  0.01
N: 1.9194 -0.5426 -0.7960  0.04
C: 1.8427 -1.1065 -2.1625  0.01
C: 2.3923 -1.5508 0.1556  0.08
C: 3.6597 -2.0722 -0.0197  -0.01
C: 4.1822 -3.0025 0.8639  0.09
C: 3.4196 -3.4031 1.9486  -0.01
C: 2.1465 -2.9034 2.1347  0.08
C: 1.5749 -1.9806 1.2408  0.01
N: 0.3105 -1.4286 1.3075  0.46
C: -0.7657 -1.6589 2.1417  0.01
C: -0.8756 -2.6539 3.1292  0.08
C: -2.0023 -2.7751 3.9174  -0.01
C: -3.0730 -1.9121 3.7534  0.09
C: -3.0084 -0.9387 2.7701  -0.01
C: -1.8939 -0.8068 1.9638  0.08
N: -1.9107 0.2208 0.9196  0.04
C: -3.0345 -0.0091 -0.0166  0.01
C: -2.0270 1.5724 1.5127  0.01
H: 3.8105 0.3787 -1.1610  0.00
H: 2.8909 1.0251 0.2210  0.00
H: 2.3804 1.3974 -1.4382  0.00
H: 2.8361 -1.3621 -2.5395  0.00
H: 1.3921 -0.3620 -2.8151  0.00
H: 1.2184 -1.9970 -2.1474  0.00
H: 4.2583 -1.7429 -0.8573  0.00
H: 5.1766 -3.3958 0.7127  0.00
H: 3.8158 -4.1107 2.6626  0.00
H: 1.6174 -3.2346 3.0066  0.00
H: -0.0929 -3.3693 3.2873  0.00
H: -2.0403 -3.5558 4.6634  0.00
H: -3.9549 -2.0023 4.3708  0.00
H: -3.8499 -0.2757 2.6257  0.00
H: -3.9979 0.1070 0.4854  0.00
H: -2.9570 -1.0126 -0.4293  0.00
H: -2.9610 0.7190 -0.8216  0.00
H: -2.9843 1.6974 2.0247  0.00
H: -1.9509 2.3049 0.7112  0.00
H: -1.2137 1.7243 2.2191  0.00
C: -2.7561 4.1246 -5.4670  0.00
C: -2.5235 3.3091 -4.1835  0.01
C: -2.6646 1.8188 -4.5350  0.00
C: -3.6626 3.6293 -3.2039  0.00
Si: -0.8155 3.7450 -3.4337  0.04
Br: -0.4615 1.9986 -1.8971  0.09
C: 0.6647 3.5812 -4.6367  0.01
C: 0.4892 2.3853 -5.5847  0.00
C: 2.0035 3.3638 -3.9139  0.00
C: 0.7827 4.8532 -5.4938  0.00
C: -0.7841 5.3012 -2.3166  0.01
C: 0.6517 5.6764 -1.9192  0.00
C: -1.3990 6.4970 -3.0639  0.00
C: -1.5535 5.1125 -0.9986  0.00
H: -3.7684 3.9299 -5.8297  0.00
H: -2.0696 3.8431 -6.2644  0.00
H: -2.6698 5.1989 -5.3082  0.00
H: -3.6554 1.6606 -4.9672  0.00
H: -2.5856 1.1876 -3.6508  0.00
H: -1.9343 1.4719 -5.2612  0.00
H: -4.6056 3.2997 -3.6460  0.00
H: -3.7593 4.6936 -2.9964  0.00
H: -3.5422 3.1018 -2.2560  0.00
H: 0.3627 1.4489 -5.0393  0.00
H: 1.3886 2.2911 -6.1976  0.00
H: -0.3521 2.5046 -6.2658  0.00
H: 2.0122 2.4172 -3.3753  0.00
H: 2.2556 4.1556 -3.2126  0.00
H: 2.7976 3.3230 -4.6630  0.00
H: -0.1343 5.0830 -6.0357  0.00
H: 1.5702 4.7052 -6.2368  0.00
H: 1.0565 5.7268 -4.9044  0.00
H: 1.2641 5.9759 -2.7684  0.00
H: 1.1538 4.8601 -1.3978  0.00
H: 0.6125 6.5267 -1.2346  0.00
H: -0.9113 6.6960 -4.0177  0.00
H: -1.2849 7.3925 -2.4482  0.00
H: -2.4644 6.3673 -3.2480  0.00
H: -1.0867 4.3527 -0.3725  0.00
H: -2.5988 4.8475 -1.1372  0.00
H: -1.5257 6.0550 -0.4470  0.00

Values from the calculation:
energy relative to the best compared isomer or geometry (same formula, charge and spin): 0.000 eV
LUMO (alpha / beta): -1.68 / -4.81 eV
charge: +1
E_tot: -4242.014121 a.u.
2S+1: 3
<S²>: 2.046
HOMO-LUMO gap (alpha / beta): 7.242 / 6.391 eV